(1)
This record from the OMol25 dataset describes the molecule C10H11N. The level of theory is wB97M-V/def2-TZVPD.

Summary:
ΔE to the lowest compared entry with this formula, charge and spin	535.33	kJ/mol

Cartesian coordinates (Å):
C (1.853, -0.586, -0.548)
C (1.173, 0.311, -1.370)
C (1.360, -1.013, 0.687)
C (0.079, 0.998, -0.988)
C (-0.893, 1.728, -0.715)
C (0.217, -2.177, 0.436)
C (1.565, -0.732, 1.954)
C (-1.943, 2.442, -0.339)
C (0.908, -3.490, 0.628)
C (-2.650, 3.419, -1.210)
N (-0.894, -1.805, 0.206)
H (2.693, -1.124, -0.972)
H (1.552, 0.476, -2.372)
H (1.040, -1.228, 2.751)
H (2.267, 0.035, 2.241)
H (-2.320, 2.325, 0.669)
H (0.285, -4.280, 0.215)
H (1.045, -3.666, 1.694)
H (1.883, -3.499, 0.147)
H (-2.197, 3.469, -2.197)
H (-2.625, 4.411, -0.755)
H (-3.698, 3.136, -1.313)

=====

(2)
This record from the OMol25 dataset describes the ion C10H11N2O with charge -1. The level of theory is wB97M-V/def2-TZVPD.

Summary:
total charge	-1
SMILES	CC1=c2ccccc2=N[C@H](C)N1[O-]
ΔE to the lowest compared entry with this formula, charge and spin	124.25	kJ/mol

Cartesian coordinates (Å):
C (-0.380, -2.570, -0.901)
C (-0.196, -1.138, -0.630)
C (-0.422, -0.449, 0.562)
C (-1.458, -0.786, 1.495)
C (-1.569, -0.130, 2.689)
C (-0.629, 0.938, 3.023)
C (0.234, 1.385, 2.108)
C (0.317, 0.736, 0.851)
N (1.177, 1.300, -0.009)
C (1.274, 0.835, -1.355)
C (0.687, 1.854, -2.349)
N (0.788, -0.569, -1.562)
O (1.266, -1.175, -2.651)
H (-1.177, -3.061, -0.312)
H (0.517, -3.139, -0.597)
H (-0.206, -2.710, -2.001)
H (-2.124, -1.579, 1.122)
H (-2.359, -0.534, 3.446)
H (-0.986, 1.537, 3.871)
H (0.860, 2.202, 2.329)
H (2.330, 0.782, -1.689)
H (-0.322, 2.175, -1.929)
H (0.914, 1.489, -3.349)
H (1.466, 2.606, -2.160)

=====

(3)
This record from the OMol25 dataset describes the ion C10H11N2O with charge +1. The level of theory is wB97M-V/def2-TZVPD.

Summary:
total charge	+1
SMILES	C1=c2ccncc2=C2OC[NH2+][C@@H]2C1
ΔE to the lowest compared entry with this formula, charge and spin	291.67	kJ/mol

Cartesian coordinates (Å):
C (0.413, 1.847, -0.018)
C (1.347, 0.894, 0.263)
C (2.772, 1.060, 0.176)
C (3.595, -0.030, -0.079)
N (3.174, -1.283, -0.150)
C (1.962, -1.512, 0.179)
C (0.889, -0.495, 0.429)
C (-0.402, -0.796, 0.587)
O (-1.059, -1.962, 0.530)
C (-2.017, -1.756, -0.461)
N (-2.682, -0.479, -0.035)
C (-1.591, 0.471, 0.582)
C (-1.046, 1.679, -0.137)
H (0.897, 2.790, -0.338)
H (3.151, 2.085, -0.028)
H (4.724, 0.131, -0.243)
H (1.666, -2.497, 0.094)
H (-2.829, -2.530, -0.511)
H (-1.479, -1.733, -1.496)
H (-3.193, -0.093, -0.761)
H (-3.307, -0.726, 0.748)
H (-2.096, 0.661, 1.520)
H (-1.639, 2.577, 0.316)
H (-1.252, 1.696, -1.168)

=====

(4)
This record from the OMol25 dataset describes the ion C10H11N2O3S with charge +1. The level of theory is wB97M-V/def2-TZVPD.

Summary:
total charge	+1
calculated total energy	-30497.3743	eV

Cartesian coordinates (Å):
C (2.572, 2.743, -0.538)
C (1.446, 3.067, -1.302)
C (2.593, 1.614, 0.250)
C (0.302, 2.292, -1.312)
C (1.442, 0.837, 0.241)
C (0.297, 1.149, -0.517)
C (-2.080, 0.343, -0.920)
C (-0.066, -0.733, 0.623)
C (-3.130, -0.392, -0.186)
C (-0.560, -3.388, 0.252)
N (1.152, -0.321, 0.922)
N (-0.670, 0.171, -0.256)
O (-2.126, 1.020, -1.876)
O (0.059, -2.344, 2.604)
O (2.038, -0.940, 1.716)
S (-0.900, -2.103, 1.527)
H (3.435, 3.390, -0.568)
H (1.469, 3.957, -1.911)
H (3.442, 1.330, 0.851)
H (-0.540, 2.572, -1.922)
H (-3.080, -0.196, 0.882)
H (-3.029, -1.464, -0.356)
H (-4.096, -0.078, -0.575)
H (-0.663, -2.978, -0.745)
H (-1.290, -4.180, 0.402)
H (0.439, -3.789, 0.408)
H (1.543, -1.580, 2.305)

=====

(5)
This record from the OMol25 dataset describes the molecule C10H11N3O. The level of theory is wB97M-V/def2-TZVPD.

Summary:
2S+1	3
⟨S²⟩	2.03
ΔE to the lowest compared entry with this formula, charge and spin	0.00	kJ/mol

Cartesian coordinates (Å):
C (1.779, -1.969, -0.343)
C (2.873, -1.311, 0.205)
C (0.602, -1.302, -0.630)
C (2.830, 0.052, 0.469)
C (0.521, 0.061, -0.339)
C (1.658, 0.722, 0.192)
C (-2.541, -0.372, -0.855)
C (-2.501, -1.192, 0.202)
C (-1.889, 0.978, -0.965)
C (-0.514, 1.030, -0.406)
N (1.380, 2.078, 0.316)
N (0.011, 2.211, 0.038)
N (-1.538, 0.280, 1.717)
O (-1.909, -1.030, 1.388)
H (1.846, -3.028, -0.535)
H (3.773, -1.862, 0.433)
H (-0.241, -1.817, -1.065)
H (3.679, 0.564, 0.890)
H (-3.057, -0.728, -1.731)
H (-2.974, -2.165, 0.161)
H (-1.861, 1.268, -2.021)
H (-2.489, 1.721, -0.432)
H (1.681, 2.552, 1.160)
H (-0.330, 3.114, -0.252)
H (-0.788, 0.146, 2.401)

=====

(6)
This record from the OMol25 dataset describes a structure of composition C10H11N6O2S2. The level of theory is wB97M-V/def2-TZVPD.

Summary:
total charge	-1
calculated total energy	-45251.8712	eV

Cartesian coordinates (Å):
C (-2.875, 0.737, 2.422)
C (-2.948, -0.708, 1.952)
C (-1.498, -1.154, 1.663)
N (-0.702, 0.068, 1.709)
C (0.657, 0.057, 1.587)
S (1.424, -1.324, 1.015)
S (1.584, 1.446, 2.013)
C (-1.417, 1.201, 2.254)
H (-3.546, 1.379, 1.852)
H (-3.144, 0.825, 3.476)
H (-3.376, -1.346, 2.723)
H (-3.554, -0.806, 1.050)
H (-1.170, -1.894, 2.420)
H (-1.388, -1.662, 0.688)
H (-1.344, 2.059, 1.581)
H (-0.960, 1.555, 3.193)
O (4.227, -0.210, 2.591)
N (5.115, 0.633, 2.340)
C (4.763, 1.626, 1.394)
C (3.552, 1.318, 0.694)
N (3.410, 2.129, -0.432)
N (2.347, 2.063, -1.309)
N (2.498, 3.037, -2.162)
N (3.640, 3.741, -1.909)
C (4.206, 3.177, -0.820)
C (5.440, 3.398, -0.137)
C (5.685, 2.630, 0.975)
O (6.251, 0.593, 2.879)
H (3.320, 0.224, 0.450)
H (6.142, 4.091, -0.595)
H (6.654, 2.687, 1.495)

=====

(7)
This record from the OMol25 dataset describes the molecule C10H11NO. The level of theory is wB97M-V/def2-TZVPD.

Summary:
SMILES	CC1=C(n2cccc2)C(=O)CC1
ΔE to the lowest compared entry with this formula, charge and spin	298.20	kJ/mol

Cartesian coordinates (Å):
C (-0.860, 2.058, 0.026)
C (-1.136, 0.607, 0.051)
C (-0.159, -0.294, 0.264)
N (1.160, -0.219, 0.236)
C (2.048, 0.650, 0.937)
C (3.261, 0.485, 0.412)
C (3.258, -0.489, -0.633)
C (1.944, -0.780, -0.716)
C (-0.919, -1.846, 0.139)
O (-0.449, -2.920, 0.307)
C (-2.348, -1.579, -0.124)
C (-2.563, -0.018, -0.127)
H (0.171, 2.299, 0.008)
H (-1.507, 2.519, 0.842)
H (-1.345, 2.551, -0.805)
H (1.761, 1.337, 1.872)
H (4.058, 0.939, 0.920)
H (4.057, -0.650, -1.239)
H (1.342, -1.368, -1.375)
H (-2.764, -1.933, -1.064)
H (-2.964, -2.206, 0.511)
H (-3.158, 0.459, 0.609)
H (-2.888, 0.398, -1.050)

=====

(8)
This record from the OMol25 dataset describes a cluster of 2 separate species, C10H11NO3S in total. The level of theory is wB97M-V/def2-TZVPD.

Summary:
ΔE to the lowest compared entry with this formula, charge and spin	282.04	kJ/mol

Cartesian coordinates (Å):
C (0.562, -1.181, 3.338)
C (0.341, 0.187, 3.273)
C (0.716, -1.937, 2.183)
C (0.257, 0.847, 2.056)
C (0.644, -1.290, 0.968)
C (0.408, 0.088, 0.913)
C (0.532, -0.538, -1.261)
C (0.739, -1.774, -0.443)
C (-1.473, 2.043, -0.814)
C (0.033, 1.804, -0.880)
N (0.351, 0.463, -0.444)
O (0.537, 0.147, -4.466)
O (-1.688, -0.075, -3.433)
O (-0.375, -2.095, -3.941)
S (-0.451, -0.671, -3.838)
H (0.600, -1.667, 4.301)
H (0.225, 0.753, 4.187)
H (0.878, -3.002, 2.237)
H (0.072, 1.911, 2.018)
H (1.699, -2.236, -0.684)
H (-0.029, -2.507, -0.702)
H (-1.978, 1.382, -1.514)
H (-1.852, 1.854, 0.188)
H (-1.695, 3.072, -1.084)
H (0.570, 2.515, -0.247)
H (0.377, 1.905, -1.911)

=====

(9)
This record from the OMol25 dataset describes a structure of composition C10H11NS2. The level of theory is wB97M-V/def2-TZVPD.

Summary:
2S+1	3
calculated total energy	-33702.3199	eV
⟨S²⟩	2.01

Cartesian coordinates (Å):
C (3.063, 0.108, 0.803)
C (2.548, 1.385, 0.589)
C (2.166, -0.929, 0.494)
C (1.448, 1.639, -0.199)
C (0.865, -0.665, -0.026)
C (0.526, 0.657, -0.445)
C (-1.448, -1.455, 0.281)
C (-0.042, -1.849, -0.079)
C (-0.779, 0.870, -1.187)
C (-1.814, 0.365, -0.256)
N (-2.234, -2.285, 0.761)
S (-1.581, 0.949, 1.470)
S (-3.489, 0.632, -0.691)
H (4.083, -0.086, 1.188)
H (3.204, 2.180, 0.897)
H (2.483, -1.980, 0.702)
H (1.123, 2.618, -0.408)
H (-0.075, -2.507, -0.988)
H (0.302, -2.614, 0.615)
H (-0.769, 2.014, -1.275)
H (-0.784, 0.419, -2.233)
H (-3.263, -1.960, 0.798)
H (-2.265, 1.983, 1.198)
H (-3.268, 0.511, -2.010)